Here is a 8-piece molecular cluster, C45H113N7O15 overall from the OMol25 dataset. Energies are from ωB97M-V/def2-TZVPD.

```
180
Properties=species:S:1:pos:R:3:forces:R:3
C -27.897 -35.884 3.825 0.8 0.4 -0.3
O -27.968 -34.476 3.987 -1.2 -0.4 -0.8
C -27.586 -33.990 5.244 0.7 1.0 -1.2
C -26.022 -34.047 5.373 -2.0 -2.2 0.9
N -25.303 -32.904 5.071 1.1 3.2 0.8
C -25.480 -31.782 6.006 0.0 -0.3 0.0
C -24.856 -30.493 5.536 -1.8 0.9 0.7
O -25.616 -29.891 4.477 -0.1 -0.1 -1.2
C -26.897 -29.295 4.754 0.7 -0.4 0.9
H -26.858 -36.134 3.611 0.2 -0.4 0.3
H -28.418 -36.192 2.919 -0.4 0.3 0.2
H -28.260 -36.426 4.698 -0.1 0.0 0.0
H -28.240 -34.361 6.033 0.5 -0.8 0.4
H -27.863 -32.936 5.201 0.1 0.3 0.0
H -25.584 -34.791 4.708 -0.6 -0.6 0.2
H -25.922 -34.385 6.404 1.0 0.2 0.2
H -25.491 -32.525 4.153 -0.1 -0.3 -0.3
H -25.108 -31.988 7.009 0.5 -0.5 -0.1
H -26.525 -31.564 6.225 -0.5 0.0 -0.2
H -23.801 -30.588 5.281 -0.2 0.1 -0.4
H -24.999 -29.781 6.348 0.7 0.0 0.6
H -26.816 -28.325 5.245 0.4 0.5 -0.4
H -27.491 -29.823 5.500 0.0 -0.7 -0.2
H -27.469 -29.234 3.829 0.3 0.0 0.0
C -35.128 -19.738 11.912 1.3 1.6 0.2
O -34.725 -21.052 11.808 1.3 -2.8 -1.3
C -33.323 -21.331 11.274 -1.3 0.4 1.4
C -33.211 -22.659 10.472 -0.9 0.9 -0.1
N -33.811 -22.627 9.159 0.2 -0.6 -0.7
C -33.226 -21.758 8.165 1.2 0.0 -1.3
C -31.748 -22.160 7.646 -1.7 -1.3 0.6
O -31.743 -23.378 6.793 -0.7 1.2 0.5
C -32.155 -24.611 7.343 0.5 -1.7 0.7
H -36.172 -19.531 12.148 -0.2 -1.0 0.0
H -34.924 -19.163 11.008 0.1 0.1 -0.3
H -34.544 -19.290 12.715 0.0 0.5 0.2
H -32.623 -21.432 12.104 -0.3 0.0 0.6
H -32.993 -20.403 10.808 -0.1 -0.2 -0.8
H -33.759 -23.484 10.928 0.2 0.3 0.8
H -32.171 -22.981 10.431 0.1 0.2 0.0
H -34.791 -22.436 9.306 -0.1 0.1 -0.4
H -33.330 -20.719 8.480 0.9 0.5 0.0
H -33.753 -21.766 7.211 -0.7 -0.4 0.2
H -31.103 -22.298 8.513 0.3 -0.2 0.0
H -31.326 -21.404 6.985 -0.3 0.1 0.2
H -31.324 -25.126 7.825 0.4 0.4 0.6
H -32.384 -25.399 6.625 -0.1 0.7 -1.2
H -33.006 -24.727 8.013 0.0 1.2 0.1
C -28.989 -23.908 -2.676 1.0 0.5 -0.5
O -28.042 -23.983 -1.587 -1.2 -0.4 -0.6
C -27.469 -25.286 -1.405 -0.8 0.9 -0.1
C -27.179 -25.429 0.042 -1.3 -0.3 0.6
N -28.440 -25.813 0.851 2.8 -0.1 -1.3
C -28.122 -25.871 2.238 -0.9 -0.9 0.5
C -29.390 -26.360 2.960 0.4 0.8 0.1
O -30.536 -25.505 2.534 0.6 -0.4 2.1
C -31.600 -25.398 3.547 0.6 -0.3 -0.7
H -29.072 -24.783 -3.321 0.3 -0.5 0.5
H -28.578 -23.166 -3.360 -0.4 0.4 0.0
H -30.005 -23.645 -2.384 0.2 0.1 0.4
H -26.547 -25.345 -1.984 0.0 -0.2 -0.2
H -28.213 -26.033 -1.684 0.3 -0.2 -0.3
H -26.659 -24.529 0.370 -0.3 0.5 0.4
H -26.373 -26.162 0.086 -0.5 -0.7 0.7
H -29.233 -25.187 0.856 0.1 0.5 -1.2
H -27.743 -24.910 2.586 -0.2 0.5 0.6
H -27.307 -26.553 2.481 0.0 -0.4 -0.2
H -29.103 -26.366 4.011 -0.8 0.8 0.5
H -29.557 -27.421 2.775 -0.4 0.1 -0.7
H -31.312 -24.958 4.502 0.7 0.0 0.0
H -32.014 -26.388 3.739 -0.1 0.0 -0.1
H -32.379 -24.732 3.175 0.1 -0.2 -0.4
C -26.814 -27.529 15.506 0.1 0.1 0.3
O -26.505 -26.896 14.278 -1.5 -0.1 0.0
C -25.410 -26.066 14.351 1.3 1.5 -0.2
C -25.158 -25.187 13.101 -0.1 -2.0 -0.9
N -24.402 -25.947 12.039 -0.8 1.5 0.5
C -25.075 -27.122 11.472 0.5 0.2 0.5
C -26.175 -26.770 10.460 0.2 -1.3 -0.1
O -26.892 -27.965 10.065 -0.4 0.0 1.1
C -28.082 -28.288 10.828 0.1 0.2 -0.9
H -25.903 -27.925 15.955 0.1 -0.7 -0.2
H -27.611 -28.250 15.326 0.4 -0.3 -0.1
H -27.184 -26.891 16.308 -0.2 0.8 -0.3
H -24.526 -26.682 14.517 0.4 0.0 0.1
H -25.439 -25.330 15.155 -0.5 -0.2 0.7
H -24.615 -24.283 13.378 0.2 -0.2 0.0
H -26.107 -24.858 12.676 -0.1 0.0 0.1
H -23.534 -26.213 12.482 0.1 -0.2 -0.3
H -25.498 -27.757 12.251 -0.4 -0.1 0.1
H -24.250 -27.702 11.058 -0.3 -0.1 -0.6
H -25.768 -26.431 9.507 0.2 0.4 0.2
H -26.830 -26.012 10.887 -0.2 0.0 -0.1
H -28.331 -29.345 10.735 0.5 -0.1 -0.2
H -28.916 -27.778 10.347 -0.2 0.3 0.2
H -28.074 -28.078 11.897 0.5 0.4 0.0
C -23.020 -16.891 10.713 0.0 -0.3 -1.1
O -23.806 -18.020 10.323 0.2 -2.0 0.5
C -23.331 -19.331 10.887 -0.3 1.7 0.8
C -23.920 -20.624 10.334 -1.4 1.4 -1.0
N -25.396 -20.541 10.330 -0.7 -0.8 -0.3
C -26.137 -21.610 9.662 1.9 0.0 -0.6
C -27.480 -21.210 9.248 -1.8 0.8 0.8
O -27.530 -20.058 8.414 0.9 -0.4 -0.2
C -28.812 -19.532 8.192 -0.3 0.1 0.7
H -21.960 -17.100 10.566 0.2 0.0 -0.1
H -23.124 -16.452 11.705 -0.5 -0.6 0.4
H -23.333 -16.133 9.995 0.2 0.2 0.1
H -23.617 -19.290 11.938 0.3 0.0 0.2
H -22.246 -19.324 10.784 0.1 -0.2 0.1
H -23.663 -21.488 10.947 0.3 0.2 0.2
H -23.484 -20.785 9.348 -0.2 -0.2 -0.4
H -25.863 -19.708 10.002 1.1 0.7 0.0
H -26.211 -22.468 10.329 -0.1 -0.3 -0.2
H -25.794 -21.920 8.675 1.6 -0.3 0.0
H -27.940 -21.017 10.217 -1.3 0.2 -0.1
H -27.912 -22.029 8.674 -0.5 -0.3 0.4
H -28.800 -18.923 7.288 0.1 0.1 0.1
H -29.110 -18.944 9.061 0.0 0.5 0.0
H -29.611 -20.270 8.109 0.2 -0.5 -0.3
C -23.551 -26.851 4.271 0.8 -0.5 -0.2
O -22.132 -26.637 4.434 -0.4 0.3 0.2
C -21.474 -27.841 4.876 0.1 0.0 0.1
C -19.944 -27.829 4.804 -1.5 1.6 -1.5
N -19.616 -27.824 3.333 2.3 -0.1 2.0
C -18.150 -27.652 3.215 0.6 -1.4 -2.4
C -17.782 -27.627 1.709 0.8 0.0 1.2
O -18.053 -26.377 1.214 -1.5 1.3 -0.6
C -17.697 -26.186 -0.129 0.2 0.3 0.1
H -24.062 -25.939 3.964 0.4 0.3 0.1
H -24.044 -27.248 5.159 0.2 0.1 0.4
H -23.740 -27.584 3.487 0.1 -0.2 -0.2
H -21.820 -28.595 4.169 -0.1 -0.6 0.5
H -21.705 -28.012 5.927 -0.6 -0.4 0.0
H -19.521 -28.611 5.434 -0.1 -0.7 -0.8
H -19.584 -26.939 5.320 0.1 0.5 -0.1
H -19.902 -26.939 2.939 -0.9 0.2 0.1
H -17.553 -28.521 3.490 -0.6 -0.3 0.9
H -17.701 -26.787 3.702 -0.3 0.3 0.1
H -18.269 -28.429 1.154 -0.3 -0.1 0.0
H -16.705 -27.762 1.606 0.4 -0.4 0.1
H -18.148 -26.877 -0.842 -0.2 -0.4 0.2
H -16.612 -26.277 -0.181 0.2 0.2 -0.5
H -18.044 -25.195 -0.420 0.3 0.1 0.1
C -24.180 -23.079 2.842 -1.8 0.1 -1.3
O -25.673 -22.960 2.772 0.6 0.0 1.3
C -26.243 -22.036 3.713 0.5 0.0 -0.6
C -27.788 -22.122 3.591 1.1 1.1 -0.8
N -28.315 -22.001 2.240 -0.6 -1.0 2.0
C -29.744 -22.144 2.123 -0.4 0.4 -2.3
C -30.594 -20.859 2.344 1.4 2.3 -0.2
O -31.942 -20.818 2.156 -2.9 -2.6 0.7
C -32.434 -21.490 0.966 0.4 0.9 0.1
H -23.860 -23.635 3.723 0.0 0.1 -0.2
H -23.677 -22.120 2.715 -0.3 0.3 0.5
H -24.014 -23.576 1.886 0.4 -0.5 0.4
H -25.686 -21.117 3.530 -1.0 0.8 -0.2
H -26.044 -22.180 4.775 0.2 -0.9 0.2
H -28.360 -21.410 4.186 0.3 -0.1 0.4
H -28.042 -23.137 3.895 -0.2 -0.4 0.2
H -27.728 -22.452 1.554 0.3 0.2 -0.9
H -30.075 -22.963 2.761 0.0 -0.2 0.2
H -29.901 -22.347 1.064 -0.1 -0.7 0.1
H -30.383 -20.075 1.618 2.0 -0.1 -0.3
H -30.326 -20.448 3.317 -0.5 0.0 0.3
H -33.464 -21.216 0.740 0.1 0.4 0.5
H -32.449 -22.578 1.018 0.5 -0.1 0.2
H -31.819 -21.104 0.153 0.0 -0.4 -0.4
C -28.048 -25.532 7.545 0.5 -0.2 1.0
C -27.189 -24.879 6.523 1.1 0.8 -1.1
C -25.748 -24.575 6.953 -0.8 0.4 1.3
O -27.157 -25.658 5.379 -0.4 -1.5 -1.7
H -27.860 -26.604 7.589 -0.1 -0.1 -0.1
H -29.104 -25.298 7.413 0.1 -0.1 0.0
H -27.671 -25.143 8.492 -0.5 0.0 0.4
H -27.697 -23.960 6.233 0.1 0.8 0.2
H -25.924 -23.761 7.656 0.7 0.0 0.5
H -25.002 -24.204 6.251 -0.5 0.0 -0.7
H -25.277 -25.423 7.451 -0.2 0.0 0.1
H -26.465 -25.344 4.792 0.1 0.0 0.0
```
Forces are in eV/Å.

Max |F| = 0.0767 Eh/bohr
HOMO level (alpha / beta) = -9.63 / -9.63 eV
LUMO energy (alpha / beta) = -1.880 / -6.869 eV
Energy = -3293.375666 Ha
Relative energy (zero: lowest compared OMol25 entry of this formula, charge and spin) = 0.0 kcal/mol
Charge = +1
Expectation value of S² = 0.75
Multiplicity = 2
Frontier orbital gap (alpha / beta) = 7.7 / 2.8 eV


Here is C21H31AuClN2O3 as an isolated structure from the OMol25 dataset. Energies are from ωB97M-V/def2-TZVPD.

```
59
Properties=species:S:1:pos:R:3:forces:R:3
Au 0.735 0.225 0.343 0.2 1.2 1.8
Cl -1.779 0.418 -0.447 -0.9 -0.2 -0.5
N 0.000 -1.337 1.709 0.5 -2.4 -0.3
N 0.840 2.049 -0.827 0.8 0.3 -1.3
C 0.369 -2.569 1.480 -0.5 1.7 0.9
C 1.107 1.922 -2.078 -0.3 0.7 0.9
C -1.051 -1.377 2.739 -0.5 0.0 0.7
C -0.759 -2.722 3.411 0.5 -0.5 0.0
C -2.433 -1.451 2.108 -0.3 0.2 -0.5
C -1.008 -0.212 3.714 0.0 0.0 0.1
H -2.528 -2.372 1.512 -0.1 0.2 0.1
H -2.577 -0.592 1.436 -0.1 -0.4 0.3
H -3.196 -1.446 2.903 0.2 -0.1 -0.2
H -0.052 -0.202 4.244 -0.1 0.2 -0.1
H -1.820 -0.337 4.447 0.2 0.0 -0.1
H -1.143 0.740 3.185 0.2 -0.3 0.1
C 0.320 3.399 -0.568 -0.2 0.6 0.5
C 0.238 3.995 -1.974 0.1 -0.1 -1.0
C 1.274 4.186 0.327 0.4 -0.1 0.0
C -1.045 3.407 0.087 -0.6 -0.4 0.0
H -1.708 2.712 -0.454 0.2 0.5 0.4
H -1.464 4.426 0.063 0.2 -0.2 0.1
H -0.950 3.055 1.122 -0.1 0.1 -0.2
H 2.254 4.275 -0.165 -0.1 0.0 0.2
H 1.369 3.653 1.287 0.0 0.1 -0.4
H 0.870 5.197 0.500 0.1 -0.3 -0.1
O 0.754 2.954 -2.857 0.2 0.5 -0.3
H 0.874 4.881 -2.133 -0.3 -0.2 0.2
H -0.788 4.196 -2.316 0.3 0.0 0.2
O -0.054 -3.476 2.370 -0.4 -0.3 0.3
H -1.645 -3.318 3.696 0.4 0.4 -0.1
H -0.067 -2.621 4.263 -0.2 -0.1 -0.2
C 1.161 -3.035 0.316 0.1 0.6 0.4
C 1.739 0.747 -2.725 0.2 0.4 0.4
C 0.895 -0.444 -2.464 -2.0 -2.4 1.5
H 2.741 0.600 -2.261 -0.6 0.1 -0.3
H 1.830 0.896 -3.798 0.1 0.3 0.0
C 0.823 -1.028 -1.182 2.3 -1.0 -1.4
C 0.603 -2.388 -0.910 -1.1 2.0 -1.7
H 2.332 -0.159 0.230 1.6 -0.1 0.4
C -0.407 -2.882 -1.732 1.7 1.0 -0.6
C -0.737 -2.142 -2.875 0.0 0.1 0.2
C -1.079 -4.102 -1.356 -1.0 -1.7 0.2
C -0.123 -0.949 -3.273 1.6 -0.9 1.1
H -1.478 -2.542 -3.517 -0.9 -0.3 -0.5
C -0.495 -0.201 -4.449 -0.8 0.6 -1.7
H -1.273 -0.715 -4.991 -0.4 -0.1 -0.3
H 0.323 -0.052 -5.151 0.2 0.0 -0.1
H -0.882 0.790 -4.208 0.0 0.1 0.1
H -0.408 -4.944 -1.197 0.2 -0.1 0.0
H -1.769 -4.404 -2.124 -0.4 -0.2 -0.4
H -1.665 -4.000 -0.439 0.0 0.1 0.1
H 1.106 -4.113 0.216 0.1 -0.2 0.3
H 2.218 -2.712 0.465 -0.6 -0.2 -0.1
C 1.941 1.229 2.887 -0.7 -0.1 -0.7
O 0.825 1.497 2.029 0.9 0.7 2.1
H 1.762 1.431 3.982 -0.2 0.1 -0.8
H 2.848 1.810 2.588 -0.4 -0.2 0.1
H 2.231 0.154 2.813 0.0 0.4 0.2
```
Forces are in eV/Å.

Max |F| = 0.0676 Eh/bohr
HOMO level (alpha / beta) = -0.99 / -3.76 eV
LUMO energy (alpha / beta) = 2.994 / 2.855 eV
Energy = -1749.769697 Ha
Relative energy (zero: lowest compared OMol25 entry of this formula, charge and spin) = 65.9 kcal/mol
Charge = -1
Expectation value of S² = 2.01
Multiplicity = 3
Frontier orbital gap (alpha / beta) = 4.0 / 6.6 eV


Here is one molecule with the formula C6H11N2P from the OMol25 dataset. Energies are from ωB97M-V/def2-TZVPD.

```
20
Properties=species:S:1:pos:R:3:forces:R:3
C -0.847 0.297 0.618 -0.9 -2.9 -2.3
C -0.209 -1.094 -0.941 1.7 0.7 0.9
C -1.893 -0.422 0.153 -1.3 -0.7 -0.7
C -3.346 -0.143 0.498 -1.5 -1.5 0.5
C 1.989 1.190 -1.067 -0.4 1.8 -1.3
C 1.561 0.432 0.225 0.9 -1.8 -4.4
N -1.445 -1.340 -0.828 -2.9 1.4 1.3
N 0.262 -0.135 -0.040 -0.9 -0.6 -0.8
P 2.655 -1.081 0.501 0.8 1.1 0.0
H -0.922 0.987 1.334 0.4 2.7 2.6
H 0.298 -1.625 -1.685 1.7 -0.3 -0.6
H -3.788 0.683 -0.112 0.5 -0.4 0.8
H -4.103 -1.003 0.379 1.6 0.8 -0.5
H -3.481 -0.042 1.607 0.4 0.8 -0.9
H 2.182 0.613 -1.975 -0.8 -1.1 0.3
H 1.180 1.969 -1.463 1.7 -1.4 1.3
H 3.004 1.627 -1.074 -0.5 0.5 0.9
H 1.373 1.073 0.996 0.3 1.7 2.2
H 3.670 -0.468 1.340 -0.5 -0.3 -0.3
H 1.859 -1.518 1.535 -0.2 -0.4 0.8
```
Forces are in eV/Å.

Max |F| = 0.0932 Eh/bohr
HOMO level = -8.46 eV
LUMO energy = 0.829 eV
Energy = -686.017773 Ha
Relative energy (zero: lowest compared OMol25 entry of this formula, charge and spin) = 4.7 kcal/mol
Frontier orbital gap = 9.3 eV
Structure (SMILES) = Cc1cn([C@H](C)P)cn1